Record 1
# C4H4LiMgO2Tl

A molecular structure, C4H4LiMgO2Tl in a non-equilibrium geometry (ωB97M-V/def2-TZVPD, the Open Molecules 2025 dataset).

Calculated values
ΔE to the lowest compared entry with this formula, charge and spin	273.2	kJ/mol
total energy	-18631.543	eV
E_LUMO	-8.586	eV

Structure (ORCA input):
```
! RIJCOSX wB97M-V def2-TZVPD def2/J DEFGRID3
* xyz 2 1
O 0.4031 1.8403 -2.3292
C -0.1630 1.5326 -1.2706
C -0.4033 0.8412 -0.2254
Tl -0.1618 1.3903 -4.7049
Li 2.2923 2.0345 -1.9453
H -1.5875 1.0681 -0.5152
C -0.0715 -1.5027 2.1673
C -0.2036 -1.7582 0.8142
O 0.2663 -0.3436 2.6533
H -0.5057 -2.2176 2.8844
H -0.9802 -2.4680 0.5155
H 0.7421 -1.7265 0.2566
Mg 0.3728 1.3096 1.6992
*
```

Löwdin atomic charge list, values in e, 5 entries: -0.4077 -0.4402 -0.0814 1.1782 0.8388

=====

Record 2
# C3H10NS

A molecular structure, C3H10NS in a non-equilibrium geometry (ωB97M-V/def2-TZVPD, the Open Molecules 2025 dataset).

Calculated values
ΔE to the lowest compared entry with this formula, charge and spin	116.0	kJ/mol
total energy	-15590.899	eV
E_LUMO	-4.441	eV

Structure (ORCA input):
```
! RIJCOSX wB97M-V def2-TZVPD def2/J DEFGRID3
* xyz 1 1
C -0.9505 -1.6470 0.3504
S 0.8569 -1.2154 0.3938
C 1.1137 -0.9454 -1.3998
H -1.0041 -2.6071 -0.1494
H -1.5011 -0.8555 -0.1498
H -1.3108 -1.7292 1.3728
H 1.9447 -0.2618 -1.5410
H 1.3073 -1.8733 -1.9269
H 0.1754 -0.5225 -1.7503
C -0.6200 2.2498 0.6218
N 0.4281 1.6467 0.9971
H -0.8538 3.2466 0.9852
H -1.2983 1.8457 -0.1211
H 0.6507 0.4645 0.7503
H 1.0618 2.2041 1.5669
*
```

Löwdin atomic charge list, values in e, 5 entries: -0.3063 0.8509 -0.3256 0.0493 0.0331

=====

Record 3
# C37H27N8OPd

A molecular structure, C37H27N8OPd in a non-equilibrium geometry (ωB97M-V/def2-TZVPD, the Open Molecules 2025 dataset).

Calculated values
ΔE to the lowest compared entry with this formula, charge and spin	0.0	kJ/mol
total energy	-56255.488	eV
E_LUMO	1.706	eV

Structure (ORCA input):
```
! RIJCOSX wB97M-V def2-TZVPD def2/J DEFGRID3
* xyz -1 1
Pd -19.4941 -7.0552 -10.8321
C -18.3943 -3.9382 -15.4185
C -17.5811 -4.9521 -14.9702
C -18.0100 -5.9047 -14.0836
C -19.3397 -5.9050 -13.6508
C -20.2282 -4.8866 -14.0516
C -19.7117 -3.8784 -14.8960
N -19.7599 -7.0076 -12.8807
C -20.5176 -8.0256 -13.3335
C -21.0332 -8.2594 -14.6307
C -21.7276 -9.4189 -14.9490
C -21.8639 -10.4383 -13.9879
C -21.4567 -10.2090 -12.6750
C -20.8643 -8.9902 -12.3168
N -20.4962 -8.7326 -11.0129
N -20.8243 -9.5264 -10.0011
C -20.2779 -9.0447 -8.8778
C -20.4015 -9.7402 -7.6417
C -19.6925 -9.3042 -6.5432
C -18.9203 -8.1108 -6.6653
C -18.9409 -7.4453 -7.8782
N -19.5354 -7.9175 -8.9844
H -18.0008 -3.2215 -16.0750
H -16.5525 -5.0111 -15.3886
H -17.3413 -6.6653 -13.6852
H -21.2665 -4.8709 -13.7236
H -20.3978 -3.0508 -15.1792
H -20.8759 -7.4673 -15.3640
H -22.0327 -9.5366 -15.9872
H -22.3426 -11.3759 -14.2802
H -21.5822 -10.9603 -11.8445
H -21.0403 -10.6251 -7.6064
H -19.7540 -9.7765 -5.5582
H -18.2960 -7.7167 -5.8737
H -18.4213 -6.5082 -7.9690
C -18.9830 6.1658 -7.7830
O -20.1828 5.3855 -7.7428
C -20.1011 4.0730 -8.0843
C -18.9192 3.3643 -8.2017
C -18.9750 2.0558 -8.6262
C -20.2042 1.4072 -8.8233
C -21.3589 2.1427 -8.7154
C -21.3144 3.4726 -8.2932
C -20.1696 0.0010 -9.2178
N -19.0393 -0.6866 -9.3751
C -19.4311 -1.9172 -9.8124
C -20.8285 -2.0269 -9.8446
N -21.2650 -0.7700 -9.4633
C -21.4826 -3.2452 -10.0738
C -22.8709 -3.4619 -10.1277
C -23.3390 -4.7504 -10.2950
C -22.4249 -5.8052 -10.4427
N -21.1152 -5.6062 -10.5422
C -20.6447 -4.3813 -10.3392
C -19.2029 -4.2357 -10.3611
N -18.4591 -5.3626 -10.5817
C -17.1183 -5.2882 -10.6268
C -16.4508 -4.0863 -10.3857
C -17.1493 -2.9311 -10.0932
C -18.5593 -2.9772 -10.1251
H -19.3236 7.2083 -7.7355
H -18.4167 6.0701 -8.6997
H -18.3204 5.9888 -6.8955
H -17.9558 3.7668 -7.9712
H -18.0292 1.5290 -8.7748
H -22.3344 1.7050 -8.8840
H -22.2257 4.0678 -8.1323
H -22.2366 -0.4489 -9.3195
H -23.5849 -2.6235 -10.0276
H -24.3841 -5.0206 -10.3630
H -22.8326 -6.8032 -10.5805
H -16.6057 -6.2436 -10.7756
H -15.3764 -4.1051 -10.4828
H -16.6568 -2.0189 -9.8469
*
```

Löwdin atomic charge list, values in e, 5 entries: 0.9674 -0.1238 -0.1336 -0.0512 -0.3087

=====

Record 4
# C3H5FN2

C3H5FN2 in the gas phase in a non-equilibrium geometry (ωB97M-V/def2-TZVPD, the Open Molecules 2025 dataset).

Calculated values
SMILES string	C/C=C/N=N\F
ΔE to the lowest compared entry with this formula, charge and spin	326.9	kJ/mol
total energy	-8885.757	eV
E_LUMO	-0.368	eV

Structure (ORCA input):
```
! RIJCOSX wB97M-V def2-TZVPD def2/J DEFGRID3
* xyz 0 1
C 1.6540 -0.3546 0.0307
C 0.1462 -0.2159 -0.2209
C -0.4651 0.9307 0.0247
N -1.9227 1.0745 -0.0656
N -2.8518 0.1683 -0.1257
F -2.4250 -1.2018 -0.0040
H 1.9351 -1.3297 0.5137
H 2.2354 -0.0881 -0.8387
H 1.8884 0.3727 0.8339
H -0.3047 -1.0722 -0.5621
H 0.1103 1.7161 0.4140
*
```

Löwdin atomic charge list, values in e, 5 entries: -0.0808 -0.1193 -0.1197 0.0249 0.0643

=====

Record 5
# C26H36IrN2O3PS6

A molecular structure, C26H36IrN2O3PS6 in a non-equilibrium geometry (ωB97M-V/def2-TZVPD, the Open Molecules 2025 dataset).

Calculated values
ΔE to the lowest compared entry with this formula, charge and spin	69.7	kJ/mol
total energy	-113809.838	eV
E_LUMO (alpha / beta)	0.262 / -1.045	eV

Structure (ORCA input):
```
! RIJCOSX wB97M-V def2-TZVPD def2/J DEFGRID3
* xyz 0 5
Ir 0.0387 0.9059 -0.1721
C 1.6115 3.9283 -1.5046
C 1.3767 3.8679 -0.0483
N 0.7003 2.9534 0.5583
C 0.7169 3.0783 1.9189
C 1.4045 4.1707 2.3589
S 2.0776 5.0340 1.0400
C 0.0706 2.0695 2.7329
C -0.0659 2.0878 4.0906
S -0.9841 0.7421 4.6235
C -1.1235 0.2123 2.9610
N -0.4988 0.9789 2.1363
C -1.9608 -0.9543 2.6136
H 1.6602 2.9105 -1.8939
H 2.5435 4.4485 -1.7098
H 0.7915 4.4364 -2.0103
H 1.5609 4.5088 3.3609
H 0.2811 2.8191 4.7897
H -2.7177 -0.6489 1.8908
H -2.4423 -1.3576 3.5006
H -1.3554 -1.7279 2.1401
C 0.0035 -1.5892 -4.1389
C -0.0655 -0.3144 -3.3554
S 1.2540 -0.0568 -2.2846
C -1.0678 0.6132 -3.4242
C -2.2012 0.5990 -4.4008
S -1.0819 1.9458 -2.3345
H 0.2819 -2.3950 -3.4610
H 0.7739 -1.5309 -4.9076
H -0.9467 -1.8437 -4.6006
H -2.0058 -0.0551 -5.2435
H -2.3653 1.6102 -4.7631
H -3.1199 0.2809 -3.9077
C -3.7746 3.2236 -0.7553
C -3.1448 1.8987 -0.4189
O -2.1874 1.8316 0.3465
C -3.7497 0.6869 -1.0005
C -5.0219 0.6679 -1.5726
C -5.5215 -0.5053 -2.1052
C -4.7671 -1.6686 -2.0907
C -3.5063 -1.6640 -1.5162
C -3.0116 -0.4972 -0.9743
H -3.1200 4.0225 -0.4187
H -4.7333 3.3103 -0.2480
H -3.9375 3.3028 -1.8257
H -5.6234 1.5627 -1.5962
H -6.5113 -0.5146 -2.5356
H -5.1601 -2.5714 -2.5292
H -2.9041 -2.5597 -1.4855
H -2.0133 -0.4788 -0.5508
C 4.5785 -1.3703 -0.6868
C 3.8087 -2.6200 -0.2796
C 3.0069 -3.1900 -1.4389
O 2.9678 -2.4044 0.8568
P 1.7811 -1.3437 1.0566
S 0.1124 -1.8290 0.0655
S 2.4844 0.5353 0.8822
O 1.3549 -1.6908 2.5579
C 2.1301 -1.9036 3.7390
C 2.5379 -3.3689 3.8414
C 3.3265 -0.9727 3.8304
H 5.4794 -1.6514 -1.2266
H 4.8657 -0.8019 0.1942
H 3.9647 -0.7317 -1.3184
H 4.5183 -3.3708 0.0974
H 2.2768 -2.4519 -1.7669
H 2.4842 -4.0914 -1.1285
H 3.6745 -3.4270 -2.2628
H 1.4224 -1.6738 4.5492
H 3.2353 -3.6286 3.0492
H 1.6603 -4.0033 3.7496
H 2.9992 -3.5536 4.8091
H 3.9947 -1.1438 2.9902
H 3.8636 -1.1587 4.7569
H 3.0124 0.0682 3.8058
*
```

Löwdin atomic charge list, values in e, 5 entries: 0.6757 -0.0962 -0.6250 -0.0790 -0.3668

=====

Record 6
# C19H36AlO9

A molecular structure, C19H36AlO9 in a non-equilibrium geometry (ωB97M-V/def2-TZVPD, the Open Molecules 2025 dataset).

Calculated values
total energy	-45310.810	eV
E_LUMO	2.019	eV

Structure (ORCA input):
```
! RIJCOSX wB97M-V def2-TZVPD def2/J DEFGRID3
* xyz -1 1
C -2.6612 -3.2943 -0.3883
C -3.2994 -2.8411 -1.7407
C -3.5931 -1.3038 -1.7811
C -2.2929 -0.4385 -1.5491
C -1.9236 0.4023 -2.8247
C -1.6933 1.9410 -2.5150
C -0.4271 2.4285 -3.2946
C 0.8375 2.6419 -2.4074
C 1.0682 1.5463 -1.3081
C 1.2783 2.2516 0.0787
Al -0.4788 2.7284 1.0395
H -3.2020 -2.8669 0.4802
H -2.6515 -4.4030 -0.3345
H -1.6004 -2.9723 -0.3258
H -2.5568 -3.0547 -2.5367
H -4.2005 -3.4487 -1.9521
H -4.0963 -1.0149 -2.7247
H -4.3453 -1.1260 -0.9801
H -1.4389 -1.1051 -1.3316
H -2.4875 0.2211 -0.6824
H -1.0150 -0.0440 -3.2761
H -2.7157 0.3616 -3.6042
H -1.6143 2.1187 -1.4258
H -2.6052 2.4582 -2.8728
H -0.6881 3.4250 -3.7227
H -0.1888 1.8009 -4.1793
H 0.8194 3.6443 -1.9402
H 1.7399 2.6279 -3.0594
H 2.0333 1.0350 -1.5472
H 0.3002 0.7530 -1.2845
H 1.9362 1.6360 0.7429
H 1.8259 3.2203 -0.0471
H -1.2728 3.8110 0.1381
H -0.1696 3.4500 2.4515
H -1.2883 1.3657 1.2416
C -3.1001 -1.3260 2.5273
C -2.8950 -2.1081 3.7973
O -1.8812 -1.3626 4.4635
C -1.9319 -0.0859 3.9856
O -1.3295 0.8242 4.4435
O -2.7584 -0.0012 2.9173
H -4.1277 -1.3709 2.1673
H -2.4279 -1.6427 1.7249
H -3.7907 -2.1287 4.4257
H -2.5670 -3.1307 3.6139
C 6.0627 3.6882 1.8007
C 4.5724 3.8497 1.9152
O 4.3282 5.0504 1.1813
C 5.3491 5.2067 0.3067
O 5.3730 6.0143 -0.5638
O 6.3499 4.3201 0.5544
H 6.3727 2.6445 1.7887
H 6.6045 4.2102 2.5948
H 4.0227 3.0289 1.4477
H 4.2410 3.9514 2.9469
C 1.4029 -5.5784 -0.3503
C 2.5971 -4.8290 0.1769
O 2.0530 -3.5482 0.4819
C 0.7210 -3.7057 0.6849
O 0.0049 -2.8661 1.1155
O 0.3166 -4.9528 0.3287
H 1.4400 -6.6429 -0.1238
H 1.2686 -5.4486 -1.4271
H 2.9978 -5.2705 1.0932
H 3.3984 -4.7452 -0.5554
*
```

Löwdin atomic charge list, values in e, 5 entries: -0.1126 -0.2569 -0.2092 -0.1855 -0.2029

=====

Record 7
# C3H4F2OS

C3H4F2OS in the gas phase in a non-equilibrium geometry (ωB97M-V/def2-TZVPD, the Open Molecules 2025 dataset).

Calculated values
SMILES string	FC(F)COC=S
ΔE to the lowest compared entry with this formula, charge and spin	79.8	kJ/mol
total energy	-21492.547	eV
E_LUMO	0.090	eV

Structure (ORCA input):
```
! RIJCOSX wB97M-V def2-TZVPD def2/J DEFGRID3
* xyz 0 1
F 1.9887 -0.9466 1.1758
C 0.7131 -0.6022 0.9007
F -0.1076 -1.6836 1.2136
C 0.5681 -0.2609 -0.5742
O -0.7424 -0.0832 -0.9759
C -1.5368 0.9245 -0.6916
S -1.2107 2.0963 0.3590
H 0.4884 0.3043 1.5707
H 1.0169 -1.0789 -1.1418
H 1.2759 0.6152 -0.6453
H -2.4536 0.7152 -1.1912
*
```

Löwdin atomic charge list, values in e, 5 entries: 0.0604 -0.3856 0.0364 -0.1607 -0.1083

=====

Record 8
# C10H6BiCl2N2O3Rh

A molecular structure, C10H6BiCl2N2O3Rh in a non-equilibrium geometry (ωB97M-V/def2-TZVPD, the Open Molecules 2025 dataset).

Calculated values
ΔE to the lowest compared entry with this formula, charge and spin	24.4	kJ/mol
total energy	-53432.655	eV
E_LUMO (alpha / beta)	-16.955 / -16.955	eV

Structure (ORCA input):
```
! RIJCOSX wB97M-V def2-TZVPD def2/J DEFGRID3
* xyz 4 5
Bi -0.2728 -0.7422 -6.4926
Rh 0.1684 -1.2459 -0.0031
Cl -1.1364 1.5348 -5.9959
Cl 0.6750 -3.0227 -1.4340
C -0.7776 -2.4847 0.9235
C -0.6529 0.1096 -8.6989
C 0.2813 -2.9188 -8.0937
O -1.4247 -3.2875 1.4847
O -1.1210 0.2249 -9.7414
O 0.4946 -3.7979 -8.7919
N -0.7970 2.2519 1.9236
C -0.9102 1.3886 0.8760
N -0.2642 0.2446 1.2018
C 0.1301 0.3290 2.5577
C 0.8998 -0.5780 3.2759
C 1.3367 -0.1278 4.5331
C 1.0756 1.1922 4.9630
C 0.3647 2.1261 4.1850
C -0.1636 1.6285 3.0027
H -1.1162 3.2232 1.9242
H -1.4601 1.6123 -0.0278
H 1.1526 -1.5464 2.8395
H 1.8864 -0.7999 5.1955
H 1.4330 1.5059 5.9415
H 0.1984 3.1805 4.4514
*
```

Löwdin atomic charge list, values in e, 5 entries: 1.6237 0.8356 0.0844 0.1191 -0.3106

=====

Record 9
# C5H12NOS

2 unconnected molecules or ions with the total composition C5H12NOS in a non-equilibrium geometry (ωB97M-V/def2-TZVPD, the Open Molecules 2025 dataset).

Calculated values
ΔE to the lowest compared entry with this formula, charge and spin	639.5	kJ/mol
total energy	-19747.602	eV
E_LUMO	0.631	eV

Structure (ORCA input):
```
! RIJCOSX wB97M-V def2-TZVPD def2/J DEFGRID3
* xyz -1 1
C 1.0699 -1.8133 0.4867
O 2.0567 -1.2391 -0.0980
C -0.4586 -1.2584 0.1163
C -0.6896 0.1890 0.7935
C 0.4891 0.9951 1.2599
S -0.6521 3.0979 -1.1633
C 0.0763 1.7109 -2.1504
N -1.4799 -2.0502 0.4982
H 1.0441 -1.6504 1.6118
H 0.9921 -2.9043 0.4381
H -0.5255 -1.0052 -0.9586
H -1.3750 0.6931 0.0720
H 1.4687 0.6488 0.9389
H 0.2752 2.0559 1.1197
H 0.5072 0.8808 2.3876
H 0.8041 1.3146 -1.4319
H 0.4691 1.8772 -3.1718
H -0.7632 1.0298 -2.0703
H -1.9305 -2.5000 -0.2967
H -1.3781 -0.0722 1.6182
*
```

Löwdin atomic charge list, values in e, 5 entries: -0.3707 -0.0866 -0.3953 -0.2152 -0.1551

=====

Record 10
# C46H48AsCdGeN4O2

A molecular structure, C46H48AsCdGeN4O2 (ωB97M-V/def2-TZVPD, the Open Molecules 2025 dataset).

Calculated values
ΔE to the lowest compared entry with this formula, charge and spin	163.3	kJ/mol
total energy	-180451.623	eV
E_LUMO (alpha / beta)	-0.343 / -2.266	eV

Structure (ORCA input):
```
! RIJCOSX wB97M-V def2-TZVPD def2/J DEFGRID3
* xyz 0 2
Cd 0.2676 -0.0839 -0.1829
C -4.5503 1.2146 -3.5404
C -3.9108 1.7647 -2.4383
C -2.6158 1.3840 -2.1020
C -1.9291 0.4429 -2.8730
C -2.5872 -0.1211 -3.9722
C -3.8788 0.2649 -4.3023
N -0.6436 0.0218 -2.4827
C 0.3653 0.0354 -3.3398
C 0.3612 0.7117 -4.6153
C 1.4712 0.7364 -5.4000
C 2.6867 0.0813 -5.0320
C 2.7358 -0.5978 -3.8588
C 1.6047 -0.6338 -3.0041
N 1.5326 -1.3333 -1.8541
N 2.4180 -2.1822 -1.5490
C 2.0848 -2.9627 -0.4112
C 2.9768 -3.9884 -0.1008
C 2.6852 -4.8512 0.9357
C 1.5037 -4.6792 1.6406
C 0.6817 -3.6309 1.2709
N 0.9564 -2.7759 0.2841
H -5.5618 1.5069 -3.7934
H -4.4281 2.4997 -1.8290
H -2.1250 1.7906 -1.2250
H -2.0703 -0.8734 -4.5578
H -4.3682 -0.1854 -5.1577
H -0.5337 1.2412 -4.9160
H 1.4392 1.2844 -6.3362
H 3.5514 0.1382 -5.6812
H 3.6316 -1.1121 -3.5336
H 3.8738 -4.0819 -0.6996
H 3.3651 -5.6562 1.1876
H 1.2161 -5.3428 2.4453
H -0.2493 -3.4687 1.7927
C 4.8580 -0.4983 2.4707
C 3.9252 -1.2894 1.5729
O 2.6009 -0.7493 1.5737
H 5.8538 -0.9509 2.4760
H 4.4836 -0.4845 3.4978
H 4.9511 0.5335 2.1243
H 3.9035 -2.3378 1.8765
H 4.2633 -1.2530 0.5373
H 2.1707 -0.9840 2.4048
C -0.2460 5.1106 -0.3240
As -1.3490 4.0252 0.8139
C -3.1337 4.7185 0.5558
C -0.7698 4.4876 2.5826
O -1.2273 2.4051 0.4798
H -0.4068 6.1664 -0.1006
H -0.5091 4.9040 -1.3595
H 0.7971 4.8428 -0.1654
H -3.4675 5.2527 1.4445
H -3.7976 3.8790 0.3617
H -3.1306 5.3908 -0.3001
H -0.8660 5.5636 2.7348
H 0.2775 4.1969 2.6547
H -1.3541 3.9474 3.3209
C 1.0332 -2.5116 5.5710
C 1.4653 -1.2686 5.1257
C 0.7801 -0.6262 4.0988
C -0.3390 -1.2079 3.4903
C -0.7689 -2.4464 3.9682
C -0.0910 -3.0917 4.9978
Ge -1.3063 -0.2354 2.0480
C -2.2274 1.1451 3.1224
C -3.3412 1.7881 2.5687
C -4.1042 2.6767 3.3118
C -3.7667 2.9492 4.6349
C -2.6720 2.3154 5.2031
C -1.9115 1.4178 4.4524
C -2.7991 -1.4055 1.5117
C -3.9298 -1.5331 2.3212
C -4.9536 -2.4057 1.9714
C -4.8678 -3.1541 0.8029
C -3.7548 -3.0295 -0.0168
C -2.7299 -2.1592 0.3362
H 1.5660 -3.0205 6.3650
H 2.3265 -0.7960 5.5832
H 1.1164 0.3568 3.7760
H -1.6510 -2.9130 3.5391
H -0.4423 -4.0537 5.3521
H -3.6212 1.5711 1.5433
H -4.9697 3.1531 2.8643
H -4.3618 3.6394 5.2196
H -2.4098 2.5063 6.2371
H -1.0742 0.9231 4.9283
H -4.0126 -0.9589 3.2372
H -5.8225 -2.4977 2.6119
H -5.6718 -3.8264 0.5294
H -3.6844 -3.6036 -0.9334
H -1.8737 -2.0612 -0.3239
C 3.3403 3.6748 -1.4632
C 3.6320 2.9094 -0.3410
C 2.7381 1.9302 0.0937
C 1.5680 1.7289 -0.6144
C 1.2309 2.5231 -1.6945
C 2.1401 3.4789 -2.1377
H 4.0415 4.4252 -1.8073
H 4.5625 3.0590 0.1967
H 2.9732 1.3246 0.9567
H 0.2871 2.4019 -2.2105
H 1.8965 4.0758 -3.0101
*
```

Löwdin atomic charge list, values in e, 5 entries: 1.3065 -0.1144 -0.0964 -0.0412 -0.3108